ORCA calculation (the ωB97M-V functional and the def2-TZVPD basis) on a structure of composition C29H20N4O2Zn at a distorted geometry.

Cartesian coordinates (Å):
Zn  -0.01  0.69  -0.06
O  -1.15  7.51  0.03
C  0.01  6.99  0.01
O  1.16  7.51  0.03
C  0.00  5.44  -0.01
C  -1.21  4.72  0.00
C  -1.18  3.33  0.00
N  0.00  2.65  0.00
C  1.18  3.33  0.00
C  1.21  4.73  -0.01
C  2.33  2.46  0.00
C  3.66  2.90  0.04
C  4.70  1.97  0.07
C  4.39  0.61  0.05
C  3.06  0.22  0.00
N  2.05  1.12  -0.03
C  -2.33  2.47  0.02
C  -3.66  2.91  0.04
C  -4.70  1.98  0.07
C  -4.39  0.61  0.08
C  -3.06  0.24  0.06
N  -2.06  1.13  0.02
H  -2.17  5.23  0.00
H  2.17  5.23  -0.01
H  3.85  3.97  0.05
H  5.72  2.32  0.09
H  5.16  -0.16  0.06
H  2.77  -0.82  -0.05
H  -3.84  3.98  0.04
H  -5.72  2.34  0.08
H  -5.16  -0.15  0.11
H  -2.79  -0.81  0.07
N  -0.01  -1.11  -0.02
C  -0.01  -2.34  -0.03
C  0.05  -3.11  1.25
C  0.78  -2.55  2.30
C  0.77  -3.14  3.55
C  -0.01  -4.27  3.78
C  -0.75  -4.83  2.73
C  -0.71  -4.26  1.46
C  -0.05  -3.09  -1.33
C  0.68  -4.27  -1.53
C  0.72  -4.83  -2.79
C  0.01  -4.27  -3.85
C  -0.75  -3.12  -3.63
C  -0.76  -2.53  -2.38
H  1.35  -1.64  2.12
H  1.36  -2.72  4.35
H  -0.04  -4.71  4.77
H  -1.35  -5.71  2.91
H  -1.28  -4.71  0.65
H  1.24  -4.72  -0.71
H  1.31  -5.73  -2.96
H  0.04  -4.72  -4.83
H  -1.32  -2.67  -4.44
H  -1.33  -1.61  -2.21

Gap between HOMO and LUMO: 6.5 eV
Charge: 0
Spin multiplicity: 1
Electronic energy: -88871.7557 eV

ORCA calculation (the ωB97M-V functional and the def2-TZVPD basis) on a structure of composition C29H20N8O8RuS.

Cartesian coordinates (Å):
Ru  -0.12  -0.54  -0.70
O  -0.04  -2.40  -4.33
C  -0.14  -2.01  -3.18
N  0.45  -0.94  -2.58
C  1.43  -0.15  -3.16
O  1.99  -0.32  -4.21
C  1.74  1.04  -2.28
C  2.82  1.86  -2.54
C  3.03  2.95  -1.72
C  2.13  3.22  -0.70
C  1.08  2.35  -0.49
N  0.90  1.27  -1.26
C  -1.07  -2.75  -2.22
C  -1.84  -3.80  -2.67
C  -2.68  -4.44  -1.77
C  -2.71  -4.02  -0.46
C  -1.91  -2.95  -0.07
N  -1.11  -2.34  -0.94
H  3.48  1.60  -3.36
H  3.89  3.60  -1.87
H  2.27  4.06  -0.04
H  0.39  2.47  0.33
H  -1.75  -4.08  -3.71
H  -3.30  -5.27  -2.10
H  -3.35  -4.49  0.28
H  -1.88  -2.59  0.95
N  -0.96  5.11  4.85
C  -1.21  3.87  4.25
C  -0.16  2.99  4.01
C  -0.40  1.74  3.46
C  -1.71  1.38  3.15
C  -2.76  2.25  3.38
C  -2.51  3.49  3.94
S  -2.02  -0.18  2.40
O  -3.43  -0.45  2.51
O  -1.09  -1.15  2.90
N  -1.64  0.03  0.82
C  -2.47  0.55  -0.09
N  -3.61  1.22  0.10
C  -4.24  1.60  -1.00
C  -3.78  1.37  -2.30
C  -2.55  0.75  -2.41
N  -1.91  0.36  -1.32
H  -0.02  5.45  4.76
H  -1.65  5.82  4.69
H  0.86  3.27  4.25
H  0.41  1.06  3.25
H  -3.77  1.94  3.12
H  -3.33  4.17  4.13
H  -5.17  2.14  -0.85
H  -4.33  1.70  -3.17
H  -2.07  0.57  -3.36
O  6.50  -2.94  0.50
C  5.72  -3.43  -0.33
O  5.90  -4.28  -1.22
C  4.29  -2.83  -0.30
C  3.24  -3.46  -0.96
C  1.98  -2.90  -0.93
N  1.70  -1.77  -0.28
C  2.70  -1.18  0.39
C  3.99  -1.67  0.40
C  2.29  0.05  1.17
O  3.11  0.71  1.79
O  1.03  0.25  1.13
H  3.45  -4.36  -1.52
H  1.16  -3.40  -1.44
H  4.75  -1.16  0.97

Expectation value of S²: 0.75
Gap between HOMO and LUMO (alpha / beta): 6.5 / 6.5 eV
Charge: -1
Spin multiplicity: 2
Electronic energy: -72120.6730 eV
Energy relative to the best compared isomer or geometry (same formula, charge and spin): 82.5 kJ/mol

The lowest electronic energy belongs to which entry?
C29H20N4O2Zn

Which value of electronic energy does entry 2 give?
-72120.6730 eV

The highest charge belongs to which entry?
C29H20N4O2Zn

What did the first record say?
ORCA calculation (the ωB97M-V functional and the def2-TZVPD basis) on a structure of composition C29H20N4O2Zn at a distorted geometry.

Cartesian coordinates (Å):
Zn  -0.01  0.69  -0.06
O  -1.15  7.51  0.03
C  0.01  6.99  0.01
O  1.16  7.51  0.03
C  0.00  5.44  -0.01
C  -1.21  4.72  0.00
C  -1.18  3.33  0.00
N  0.00  2.65  0.00
C  1.18  3.33  0.00
C  1.21  4.73  -0.01
C  2.33  2.46  0.00
C  3.66  2.90  0.04
C  4.70  1.97  0.07
C  4.39  0.61  0.05
C  3.06  0.22  0.00
N  2.05  1.12  -0.03
C  -2.33  2.47  0.02
C  -3.66  2.91  0.04
C  -4.70  1.98  0.07
C  -4.39  0.61  0.08
C  -3.06  0.24  0.06
N  -2.06  1.13  0.02
H  -2.17  5.23  0.00
H  2.17  5.23  -0.01
H  3.85  3.97  0.05
H  5.72  2.32  0.09
H  5.16  -0.16  0.06
H  2.77  -0.82  -0.05
H  -3.84  3.98  0.04
H  -5.72  2.34  0.08
H  -5.16  -0.15  0.11
H  -2.79  -0.81  0.07
N  -0.01  -1.11  -0.02
C  -0.01  -2.34  -0.03
C  0.05  -3.11  1.25
C  0.78  -2.55  2.30
C  0.77  -3.14  3.55
C  -0.01  -4.27  3.78
C  -0.75  -4.83  2.73
C  -0.71  -4.26  1.46
C  -0.05  -3.09  -1.33
C  0.68  -4.27  -1.53
C  0.72  -4.83  -2.79
C  0.01  -4.27  -3.85
C  -0.75  -3.12  -3.63
C  -0.76  -2.53  -2.38
H  1.35  -1.64  2.12
H  1.36  -2.72  4.35
H  -0.04  -4.71  4.77
H  -1.35  -5.71  2.91
H  -1.28  -4.71  0.65
H  1.24  -4.72  -0.71
H  1.31  -5.73  -2.96
H  0.04  -4.72  -4.83
H  -1.32  -2.67  -4.44
H  -1.33  -1.61  -2.21

Gap between HOMO and LUMO: 6.5 eV
Charge: 0
Spin multiplicity: 1
Electronic energy: -88871.7557 eV